A structure of composition C11H7NO5Y in a non-equilibrium geometry, computed with the ωB97M-V functional and the def2-TZVPD basis.

Last column: Mulliken charge in e.
Atoms and positions in Å:
Y1 -0.03 0.63 -2.15  0.561
O1 -0.04 3.83 -3.46  0.091
O2 -0.04 -2.98 -1.01  -0.052
O3 -3.47 -0.12 -2.04  -0.004
O4 -0.04 -1.21 -5.15  0.021
O5 3.39 -0.12 -2.05  0.001
N1 -0.08 1.27 0.16  -0.585
C1 2.25 0.01 -2.10  0.260
C2 0.00 0.39 1.28  1.312
C3 0.10 -1.07 3.59  -0.440
C4 -1.11 -0.38 1.62  -0.237
C5 -0.04 -0.69 -4.14  0.313
C6 -2.33 0.02 -2.11  0.264
C7 -0.04 2.77 -3.05  0.241
C8 1.20 0.39 2.01  -0.564
C9 -1.06 -1.11 2.81  -0.703
C10 1.23 -0.34 3.20  -0.622
C11 -0.04 -1.90 -1.38  0.254
H1 -0.98 1.70 -0.07  0.456
H2 -1.93 -1.69 3.11  0.460
H3 0.72 1.90 -0.01  0.371
H4 2.13 -0.30 3.81  0.458
H5 0.13 -1.62 4.52  0.472
H6 2.04 1.00 1.64  0.356
H7 -1.98 -0.38 0.95  0.317

Output
HOMO level (spin up / spin down) ... -20.48 / -17.92 eV
DFT total energy ... -891.460371 Eh
2S+1 ... 1
Net charge ... +3
Frontier orbital gap (spin up / spin down) ... 0.2750 / 0.1162 Ha